No. 1
The following is a DFT calculation (ωB97M-V/def2-TZVPD) of a molecular structure, C17H12Br2IrN4O4SbSe4.

## Properties
**Charge**: -2
**LUMO**: 3.24 eV
**Frontier orbital gap**: 4.38 eV
**DFT total energy**: -16273.46391 hartree
**Strongest force on any atom**: 0.19 eV Å⁻¹
**E_HOMO**: -1.14 eV

Geometry (Å):
Ir 0.012 1.440 0.525
Br 4.327 -2.170 4.083
C 3.140 -1.060 3.111
C 3.617 -0.006 2.376
C 2.697 0.752 1.664
N 1.395 0.485 1.669
C 0.932 -0.538 2.416
C 1.784 -1.342 3.144
C -0.537 -0.693 2.439
C -1.196 -1.680 3.164
C -2.573 -1.691 3.131
Br -3.514 -3.025 4.096
C -3.277 -0.750 2.403
C -2.548 0.202 1.715
N -1.216 0.225 1.737
H 4.666 0.229 2.260
H 3.029 1.590 1.063
H 1.413 -2.171 3.727
H -0.652 -2.422 3.728
H -4.356 -0.749 2.369
H -3.010 0.981 1.130
O -1.524 2.255 -0.571
N -1.712 1.668 -1.709
N -1.067 0.600 -1.863
O -0.266 0.072 -0.947
C -1.151 -0.118 -3.104
C -2.255 0.050 -3.930
C -2.295 -0.641 -5.128
C -1.246 -1.484 -5.486
C -0.158 -1.633 -4.642
C -0.100 -0.953 -3.433
H -3.051 0.718 -3.637
H -3.146 -0.519 -5.787
H -1.277 -2.013 -6.431
H 0.681 -2.256 -4.920
H 0.743 -1.070 -2.762
Se 3.465 0.848 -4.097
Sb 3.404 0.741 -1.665
Se 1.594 2.531 -1.015
Se 2.753 -1.499 -0.847
Se 5.392 1.525 -0.449
O -1.941 3.049 2.612
C -0.764 3.389 2.620
O 0.228 2.924 1.951
H -0.443 4.210 3.292


No. 2
The following is a DFT calculation (ωB97M-V/def2-TZVPD) of a molecular structure, C17H12I2N3ORhS2 in a non-equilibrium geometry.

## Properties
**Charge**: +2
**LUMO (spin up / spin down)**: -9.39 / -9.38 eV
**Frontier orbital gap (spin up / spin down)**: 4.75 / 4.78 eV
**DFT total energy**: -2396.29844 hartree
**Strongest force on any atom**: 1.72 eV Å⁻¹
**E_HOMO (spin up / spin down)**: -14.14 / -14.16 eV

Geometry (Å):
Rh -0.636 -0.115 -0.435
I -0.475 -2.475 4.191
C 1.049 -1.905 2.948
C 2.379 -2.078 3.309
C 3.425 -1.730 2.462
I 5.340 -2.074 3.095
C 3.159 -1.141 1.169
C 4.130 -0.806 0.212
C 3.732 -0.294 -1.000
C 2.377 -0.064 -1.238
N 1.443 -0.325 -0.333
C 1.826 -0.906 0.831
C 0.740 -1.343 1.678
O -0.448 -1.248 1.229
H 2.607 -2.512 4.273
H 5.179 -0.972 0.420
H 4.452 -0.061 -1.771
H 2.039 0.342 -2.181
C -3.149 -2.445 0.436
C -3.513 -1.146 -0.195
N -2.664 -0.194 -0.521
C -3.285 0.897 -1.098
C -4.628 0.776 -1.202
S -5.118 -0.734 -0.572
C -2.388 1.977 -1.478
C -2.668 3.198 -1.982
S -1.231 4.105 -2.134
C -0.306 2.816 -1.533
N -1.033 1.751 -1.241
C 1.165 2.953 -1.353
H -2.340 -2.921 -0.117
H -4.002 -3.119 0.447
H -2.816 -2.284 1.462
H -5.337 1.476 -1.611
H -3.628 3.612 -2.243
H 1.440 4.002 -1.271
H 1.699 2.544 -2.211
H 1.484 2.442 -0.446


No. 3
The following is a DFT calculation (ωB97M-V/def2-TZVPD) of a molecular structure, C17H12IN5OPdS4 in a non-equilibrium geometry.

## Properties
**Charge**: -2
**LUMO**: 3.47 eV
**Frontier orbital gap**: 3.15 eV
**DFT total energy**: -3022.40549 hartree
**Strongest force on any atom**: 2.08 eV Å⁻¹
**E_HOMO**: 0.32 eV

Geometry (Å):
Pd 0.899 0.354 -0.109
C -2.325 2.662 -3.660
C -1.082 2.845 -3.059
C -0.583 1.940 -2.158
C -1.314 0.766 -1.817
C -2.581 0.600 -2.438
C -3.056 1.527 -3.331
N -0.815 -0.099 -0.945
N -1.482 -1.186 -0.553
C -0.998 -1.940 0.399
C -1.730 -3.104 0.799
C -1.217 -3.947 1.733
C 0.016 -3.651 2.338
C 0.647 -2.485 1.954
N 0.198 -1.648 1.038
H -2.710 3.386 -4.369
H -0.498 3.724 -3.306
H 0.406 2.105 -1.702
H -3.149 -0.286 -2.192
H -4.025 1.367 -3.795
H -2.686 -3.281 0.326
H -1.755 -4.844 2.027
H 0.442 -4.308 3.084
H 1.583 -2.194 2.425
O 7.089 -2.231 -0.829
C 6.015 -1.678 -0.750
S 4.721 -1.851 -1.924
C 3.526 -0.798 -1.147
C 3.922 -0.218 0.011
S 3.002 0.883 0.950
S 5.562 -0.601 0.560
S 2.035 -0.576 -1.975
I -3.464 2.446 3.952
C -1.699 2.126 2.853
C -0.449 2.562 3.231
N 0.380 2.191 2.237
N -0.270 1.550 1.268
C -1.543 1.493 1.618
H -0.128 3.103 4.096
H 1.389 2.272 2.175
H -2.273 1.025 0.987